# C12H24BN5O4

The molecule C12H24BN5O4 in a non-equilibrium geometry (ωB97M-V/def2-TZVPD, the Open Molecules 2025 dataset).

```
46
Properties=species:S:1:pos:R:3:forces:R:3:lowdin_charge:R:1
O -0.655 -1.928 0.647 0.4 -0.5 -2.0 0.035
O 0.499 2.336 0.357 0.4 0.7 0.2 0.058
N -0.967 -0.317 -3.507 -2.4 -1.0 -1.4 0.016
O 4.760 0.579 -0.162 1.4 2.2 0.1 0.163
O 3.196 1.941 1.058 1.4 -0.9 -0.9 0.149
B 3.486 1.003 0.051 -0.9 2.1 2.1 -0.653
C -0.824 -1.681 1.807 -0.8 2.7 2.8 -0.464
C 0.340 1.148 0.590 -0.4 -0.7 0.1 -0.441
C -1.574 -1.475 -3.388 3.3 2.5 1.2 -0.506
N -1.472 -2.224 -2.210 0.3 0.6 0.6 0.122
N -2.061 -2.079 -4.518 -0.4 -0.1 0.4 0.120
N 1.182 0.180 0.184 -0.4 -0.4 -0.2 0.134
N -0.724 -0.353 2.271 -0.8 -2.2 -0.7 0.005
C -1.230 -2.764 2.752 1.8 -1.0 -0.1 0.015
C -0.393 0.534 -2.498 1.0 -1.9 -0.8 -0.221
C -0.975 0.103 3.645 0.6 -2.7 0.5 -0.175
C 2.257 0.461 -0.739 2.3 -0.8 0.7 -0.215
C 1.068 0.763 -3.006 0.2 0.6 2.0 -0.148
C 2.013 1.318 -1.926 -1.8 2.7 -0.6 -0.163
C -1.304 1.519 3.561 -0.6 3.2 -0.5 -0.160
C -1.689 1.840 2.060 0.0 -2.4 1.1 -0.056
C -0.918 0.692 1.292 -1.8 0.7 -0.1 -0.172
H 5.346 1.378 0.075 -1.0 -2.1 -0.2 0.159
H 2.264 2.151 0.959 -0.4 0.6 0.1 0.045
H -0.975 -1.866 -1.339 -1.3 -0.5 -2.0 0.077
H -2.071 -3.009 -2.072 -0.2 -0.2 0.1 0.069
H -2.448 -2.984 -4.486 -0.2 -0.8 0.2 0.067
H -1.954 -1.696 -5.434 0.2 0.6 0.2 0.090
H 0.930 -0.804 0.268 -0.4 0.7 0.2 0.129
H -2.227 -2.717 3.149 -0.6 -0.1 -0.4 0.086
H -0.922 -3.648 2.164 -1.1 0.0 0.5 0.100
H -0.602 -2.849 3.632 0.3 0.5 0.3 0.083
H -0.407 0.041 -1.531 0.3 -0.1 0.3 0.062
H -0.941 1.449 -2.335 -0.2 0.6 -0.4 0.111
H -0.045 -0.073 4.168 0.3 0.2 0.5 0.121
H -1.708 -0.508 4.214 0.0 0.2 -0.8 0.128
H 2.837 -0.445 -0.952 -1.2 -0.8 -0.8 0.162
H 1.109 1.388 -3.880 -0.3 0.3 -0.4 0.102
H 1.529 -0.161 -3.230 -0.1 -1.4 -0.8 0.093
H 2.977 1.664 -2.326 -0.1 -0.4 -0.2 0.128
H 1.516 2.290 -1.582 0.9 -1.2 -0.2 0.136
H -2.070 1.843 4.315 0.6 -0.3 -0.8 0.129
H -0.414 2.126 3.723 0.1 0.0 0.4 0.114
H -2.782 1.743 1.991 0.4 -0.1 -0.5 0.115
H -1.366 2.781 1.695 0.2 0.9 -0.1 0.089
H -1.591 0.310 0.493 0.5 0.1 0.3 0.163
```
Positions in Å, forces in eV/Å.

Properties
SMILES: CC(=O)N1CCC[C@H]1C(=O)N[C@@H](CCCN=C(N)N)B(O)O
molar mass: 313.167 g/mol
Kohn-Sham gap: 8.159 eV
maximum force: 4.4 eV/Å
energy above the lowest of the compared OMol25 structures with the same formula, charge and spin: 98.3 kJ/mol
total charge: 0

# C12H24CaInNPS

A structure of composition C12H24CaInNPS in a non-equilibrium geometry (ωB97M-V/def2-TZVPD, the Open Molecules 2025 dataset).

```
41
Properties=species:S:1:pos:R:3:forces:R:3:lowdin_charge:R:1
C -4.618 0.931 3.776 0.2 -0.6 1.4 -0.150
C -3.596 -0.137 3.330 0.1 0.5 -0.9 -0.264
C -3.742 -0.440 1.801 1.1 -0.6 0.7 -0.354
C -2.346 -0.955 1.325 -0.4 0.0 -0.4 -0.303
In -2.147 -0.051 -0.707 0.5 -2.8 -0.8 0.500
C -0.467 -1.060 -1.775 0.7 0.5 -0.6 -0.310
C 0.741 -0.128 -2.204 0.5 -0.7 0.3 -0.316
C 1.957 -0.264 -1.209 -0.1 0.2 -0.5 -0.194
C 2.925 -1.496 -1.544 -0.6 1.1 1.0 -0.122
N 4.307 -0.950 -1.529 -1.2 -1.2 -0.6 -0.195
C 5.156 -0.980 -0.452 3.4 1.8 -1.0 -0.098
C 6.395 -0.304 -0.865 -3.0 -0.5 -1.4 -0.083
C 6.149 0.112 -2.260 -1.2 -0.7 0.5 -0.100
C 4.814 -0.328 -2.661 3.5 1.0 2.0 -0.093
P -2.015 2.476 -0.356 -0.4 -0.4 -0.7 0.361
S -2.064 2.910 1.635 3.3 0.0 -0.1 -0.015
H -4.157 1.494 4.634 -0.7 -0.2 -0.6 0.099
H -4.811 1.648 2.926 -0.8 -2.3 1.2 -0.072
H -5.564 0.438 4.127 0.6 1.0 -0.6 0.113
H -3.661 -1.113 3.882 -0.1 1.1 -0.3 0.141
H -2.574 0.291 3.507 -0.9 -0.5 -0.2 0.096
H -3.971 0.475 1.176 -0.4 -0.3 0.9 0.018
H -4.550 -1.191 1.622 0.6 0.7 0.0 0.124
H -1.535 -0.624 2.023 -0.7 -0.5 -0.6 0.040
H -2.349 -2.070 1.218 0.2 1.0 0.1 0.056
H -3.658 -0.362 -1.627 0.2 0.6 0.4 -0.065
H -0.056 -1.858 -1.100 -0.5 0.6 -0.6 0.041
H -0.881 -1.545 -2.700 0.2 0.3 1.0 0.037
H 0.491 0.964 -2.274 0.0 -0.9 -0.1 0.072
H 1.120 -0.460 -3.216 -0.4 0.6 0.9 0.102
H 1.614 -0.347 -0.139 0.2 0.1 -1.0 0.107
H 2.550 0.690 -1.287 -0.3 -1.1 0.1 0.112
H 2.792 -2.264 -0.734 0.4 0.6 -1.0 0.125
H 2.690 -1.948 -2.544 0.3 0.5 1.0 0.127
H 5.013 -1.402 0.563 -0.6 0.1 -1.2 0.114
H 7.295 -0.119 -0.249 -0.9 -0.2 -0.6 0.082
H 6.859 0.675 -2.909 -0.8 -0.7 0.7 0.085
H 4.309 -0.159 -3.637 0.2 -0.5 1.2 0.119
H -3.256 3.024 -0.833 0.8 0.2 -0.2 -0.078
H -0.937 3.164 -0.976 -0.6 0.4 0.2 -0.055
Ca -4.223 3.263 2.242 -2.4 1.8 0.3 1.195
```
Positions in Å, forces in eV/Å.

Properties
molar mass: 400.268 g/mol
Kohn-Sham gap: 3.766 eV
maximum force: 4.1 eV/Å
total charge: +1

| no. | LUMO (eV) |
| --- | --- |
| 1 | 0.46 |
| 2 | -5.47 |